Record 1
Computed, not measured: a cluster of 12 separate species, C27H23Cl44F9N2O7PS in total, with ωB97M-V with the def2-TZVPD basis set.

Last column: Mulliken charge in e.
Atoms and positions in Å:
C1 1.271 3.491 0.346  -2.134
C2 0.574 2.142 0.541  3.421
C3 -0.660 2.526 1.405  -1.157
C4 -1.825 2.979 0.526  -1.003
C5 -3.007 3.542 1.359  -0.499
C6 -4.326 3.123 0.686  -1.762
C7 -5.159 2.021 1.304  1.275
F1 -6.401 2.447 1.461  -0.344
F2 -5.275 1.061 0.381  -0.377
C8 -4.639 1.290 2.553  0.261
F3 -3.428 0.909 2.451  -0.199
F4 -5.310 0.171 2.615  -0.333
S1 -4.949 2.128 4.215  1.490
F5 -5.068 3.540 3.573  -0.326
F6 -6.482 1.867 4.109  -0.325
F7 -4.839 0.728 4.928  -0.335
F8 -3.429 2.303 4.508  -0.195
F9 -5.226 2.805 5.597  -0.344
C9 0.271 1.342 -0.708  -0.555
C10 1.018 1.678 -2.015  -0.257
O1 2.109 2.235 -2.011  -0.739
O2 0.478 1.335 -2.995  -0.796
N1 0.582 -0.104 -0.397  0.967
C11 0.537 -0.137 1.005  -1.911
O3 0.002 -0.900 1.680  -0.625
C12 1.380 1.110 1.392  1.678
C13 1.538 1.354 2.880  -0.894
C14 2.325 2.646 3.239  -0.407
C15 3.140 2.340 4.469  -0.688
N2 4.256 1.586 4.260  -0.214
O4 2.781 2.699 5.518  -0.556
C16 2.807 0.741 0.854  -0.978
P1 3.357 -0.970 1.087  0.543
O5 2.994 -1.551 2.357  -0.542
O6 4.940 -0.913 1.010  -0.491
O7 2.941 -1.970 -0.067  0.015
H1 0.683 4.090 -0.330  -0.587
H2 1.354 4.043 1.270  0.388
H3 2.257 3.307 -0.055  0.813
H4 -0.427 3.330 2.090  0.316
H5 -1.004 1.690 2.002  0.779
H6 -2.176 2.092 0.029  0.459
H7 -1.513 3.749 -0.166  0.046
H8 -2.848 3.184 2.364  0.244
H9 -2.928 4.615 1.381  0.760
H10 -4.955 3.996 0.606  0.481
H11 -4.106 2.861 -0.333  0.721
H12 -0.751 1.274 -1.039  0.346
H13 -0.235 -0.646 -0.649  0.280
H14 0.596 1.402 3.404  0.395
H15 2.076 0.538 3.339  0.397
H16 2.959 2.968 2.422  0.508
H17 1.621 3.438 3.430  0.518
H18 4.805 1.910 3.477  0.250
H19 4.860 1.590 5.068  0.299
H20 3.581 1.341 1.310  0.495
H21 2.870 0.955 -0.211  0.591
H22 5.273 -1.785 1.247  0.171
H23 2.085 -2.330 0.181  0.125
C17 1.685 5.746 -3.116  0.239
Cl1 0.259 5.786 -2.069  -0.102
Cl2 3.145 5.622 -2.118  -0.106
Cl3 1.585 4.361 -4.180  -0.038
Cl4 1.750 7.238 -4.076  -0.096
C18 7.016 -3.258 -1.193  0.298
Cl5 7.839 -4.666 -1.871  -0.073
Cl6 7.786 -1.781 -1.776  -0.109
Cl7 5.325 -3.272 -1.679  -0.007
Cl8 7.120 -3.315 0.576  -0.162
C19 0.549 -2.817 -3.020  0.353
Cl9 0.795 -3.695 -1.500  -0.172
Cl10 1.608 -1.430 -3.032  -0.021
Cl11 0.945 -3.844 -4.417  -0.095
Cl12 -1.141 -2.304 -3.118  -0.145
C20 6.654 -8.691 -1.618  0.308
Cl13 7.988 -8.473 -0.479  -0.099
Cl14 5.789 -10.183 -1.232  -0.111
Cl15 5.554 -7.322 -1.502  0.002
Cl16 7.297 -8.793 -3.261  -0.101
C21 2.482 -2.929 6.070  0.246
Cl17 3.552 -3.753 7.219  -0.132
Cl18 2.177 -3.982 4.692  -0.073
Cl19 0.954 -2.533 6.864  -0.121
Cl20 3.236 -1.437 5.525  -0.027
C22 -8.387 -3.005 -2.853  0.353
Cl21 -8.634 -1.269 -3.062  -0.094
Cl22 -6.663 -3.339 -2.675  -0.076
Cl23 -9.249 -3.563 -1.415  -0.105
Cl24 -9.008 -3.863 -4.264  -0.090
C23 -0.680 2.804 7.143  0.209
Cl25 -2.410 2.506 7.335  -0.100
Cl26 -0.056 3.601 8.593  -0.122
Cl27 0.160 1.276 6.906  -0.018
Cl28 -0.419 3.846 5.739  -0.075
C24 -6.972 -5.138 -7.916  0.338
Cl29 -8.574 -5.838 -8.187  -0.125
Cl30 -6.810 -4.724 -6.214  0.002
Cl31 -5.740 -6.328 -8.350  -0.119
Cl32 -6.783 -3.695 -8.914  -0.094
C25 2.180 9.822 -0.429  0.286
Cl33 3.533 10.932 -0.691  -0.119
Cl34 0.853 10.248 -1.516  -0.103
Cl35 2.697 8.169 -0.758  0.057
Cl36 1.630 9.954 1.248  -0.116
C26 -1.520 -4.591 -7.924  0.109
Cl37 -3.136 -5.286 -8.161  0.017
Cl38 -1.265 -3.288 -9.094  -0.111
Cl39 -1.322 -3.936 -6.298  0.085
Cl40 -0.317 -5.861 -8.197  -0.094
C27 0.276 -7.836 -4.098  0.225
Cl41 1.663 -8.078 -5.169  -0.118
Cl42 -1.160 -7.487 -5.062  -0.043
Cl43 0.000 -9.308 -3.153  -0.120
Cl44 0.598 -6.486 -3.015  0.044

DFT total energy ... -23565.58249 Eh
Gap between HOMO and LUMO ... 6.7 eV
Largest force on an atom ... 0.141 hartree/bohr
Total charge ... -1
HOMO level ... -0.199 Ha
ΔE to the lowest compared entry with this formula, charge and spin ... 0.00 kcal/mol

---

Record 2
Computed, not measured: a structure of composition C35H32AsBrIrN5O4, with ωB97M-V with the def2-TZVPD basis set.

Last column: Mulliken charge in e.
Atoms and positions in Å:
Ir1 -1.042 1.156 0.745  1.651
O1 -4.764 2.355 1.581  -0.561
C1 -3.781 1.758 1.248  -0.359
N1 -2.523 1.831 1.837  0.365
C2 -2.204 2.591 2.961  -0.156
O2 -2.968 3.087 3.738  -0.550
C3 -0.704 2.750 3.094  0.753
C4 -0.166 3.508 4.112  -0.722
C5 1.215 3.610 4.210  -0.552
C6 2.009 2.940 3.290  -0.914
C7 1.402 2.201 2.291  -0.271
N2 0.071 2.113 2.192  0.434
C8 -3.784 0.820 0.059  0.729
C9 -4.979 0.449 -0.523  -0.644
C10 -4.963 -0.487 -1.546  -0.527
C11 -3.749 -1.035 -1.935  -1.088
C12 -2.590 -0.610 -1.314  0.104
N3 -2.600 0.321 -0.350  -0.442
H1 -0.840 3.993 4.805  0.628
H2 1.666 4.201 4.996  0.489
H3 3.087 2.990 3.335  0.529
H4 1.980 1.677 1.540  0.549
H5 -5.892 0.896 -0.152  0.623
H6 -5.883 -0.797 -2.022  0.475
H7 -3.690 -1.783 -2.713  0.539
H8 -1.630 -1.035 -1.583  0.462
C13 -1.570 4.385 -0.004  -1.213
O3 -0.875 3.164 -0.344  -0.351
C14 0.187 3.254 -1.229  0.659
C15 0.683 4.448 -1.707  -0.524
C16 1.756 4.406 -2.596  -0.584
Br1 2.429 6.025 -3.264  -0.128
C17 2.332 3.214 -2.986  -0.874
C18 1.848 2.004 -2.483  0.230
C19 0.784 2.051 -1.601  -0.128
O4 0.196 0.850 -1.115  -0.166
C20 2.464 0.754 -2.955  0.096
N4 3.109 0.677 -4.079  -0.718
C21 3.559 -0.632 -4.155  0.259
C22 4.307 -1.260 -5.152  -0.729
C23 4.637 -2.583 -4.962  -0.578
C24 4.235 -3.284 -3.810  -0.532
C25 3.489 -2.683 -2.818  -0.961
C26 3.160 -1.345 -3.020  0.967
N5 2.428 -0.440 -2.269  0.260
H9 -1.883 4.892 -0.914  0.492
H10 -0.922 5.028 0.591  0.395
H11 -2.447 4.098 0.567  0.317
H12 0.266 5.401 -1.417  0.621
H13 3.155 3.187 -3.687  0.642
H14 -0.395 0.526 -1.809  0.221
H15 4.617 -0.715 -6.033  0.469
H16 5.220 -3.101 -5.711  0.400
H17 4.521 -4.321 -3.702  0.412
H18 3.186 -3.228 -1.933  0.483
H19 2.131 -0.560 -1.317  -0.013
C27 -0.074 -0.835 3.609  -1.357
As1 -0.857 -0.917 1.854  1.279
C28 -2.517 -1.842 2.149  -1.438
C29 0.381 -2.029 0.828  -0.727
C30 0.204 -3.502 1.063  0.101
C31 1.154 -4.213 1.790  -0.554
C32 1.007 -5.579 1.987  -0.700
C33 -0.088 -6.244 1.457  -0.504
C34 -1.038 -5.542 0.726  -0.798
C35 -0.892 -4.178 0.531  -0.004
H20 0.059 -1.859 3.957  0.548
H21 -0.739 -0.306 4.289  0.450
H22 0.893 -0.336 3.573  0.387
H23 -2.294 -2.855 2.481  0.575
H24 -3.124 -1.879 1.248  0.317
H25 -3.054 -1.307 2.932  0.489
H26 1.366 -1.695 1.164  0.630
H27 0.281 -1.761 -0.226  0.206
H28 2.018 -3.700 2.199  0.450
H29 1.753 -6.124 2.550  0.431
H30 -0.199 -7.309 1.605  0.424
H31 -1.889 -6.060 0.305  0.445
H32 -1.634 -3.640 -0.052  0.382

DFT total energy ... -6841.37160 Eh
Gap between HOMO and LUMO ... 6.5 eV
Largest force on an atom ... 0.018 hartree/bohr
Total charge ... +2
HOMO level ... -0.468 Ha
ΔE to the lowest compared entry with this formula, charge and spin ... 16.45 kcal/mol

---

Record 3
Computed, not measured: a cluster of 2 separate species, C6H13O2 in total, with ωB97M-V with the def2-TZVPD basis set.

Last column: natural (NBO) charge in e.
Atoms and positions in Å:
C1 -2.245 0.341 -0.511  -0.572
C2 -2.362 -0.761 -1.547  -0.605
C3 -0.819 1.098 -0.503  0.787
O1 -0.908 2.215 0.066  -0.800
O2 0.076 0.594 -1.200  -0.788
H1 -2.733 1.305 -0.679  0.231
H2 -2.458 0.103 0.522  0.194
H3 -1.574 -1.438 -1.804  0.217
H4 -2.679 -0.339 -2.496  0.193
H5 -3.231 -1.423 -1.202  0.166
C4 2.327 -1.274 1.422  -0.396
C5 1.868 0.068 2.001  -0.612
C6 1.765 -1.616 0.048  -0.651
H6 3.415 -1.194 1.544  0.178
H7 2.055 -2.149 2.062  0.175
H8 1.835 0.195 3.084  0.189
H9 0.847 0.196 1.583  0.232
H10 2.616 -1.619 -0.667  0.188
H11 1.377 -2.623 0.039  0.184
H12 2.519 0.881 1.613  0.200
H13 1.097 -0.920 -0.433  0.291

DFT total energy ... -386.91281 Eh
Gap between HOMO and LUMO ... 7.9 eV
Largest force on an atom ... 0.062 hartree/bohr
Total charge ... -1
HOMO level ... -0.143 Ha
ΔE to the lowest compared entry with this formula, charge and spin ... 29.31 kcal/mol

---

Which of these has the lowest largest force on an atom?
C35H32AsBrIrN5O4